1.
Molecular formula: C5H9N
Method: DFT, the ωB97M-V functional and the def2-TZVPD basis

Each line ends with the natural charge from an NBO analysis.
Element x y z (Å)
C 1.706 -0.070 -0.245  -0.624
C 0.229 -0.072 -0.007  -0.069
C -0.643 -0.042 1.258  -0.244
N -1.680 0.194 0.165  -0.339
C -0.650 1.119 -0.428  -0.247
C -0.817 -1.012 -0.568  -0.252
H 1.892 0.066 -1.320  0.215
H 2.186 -0.991 0.085  0.215
H 2.145 0.787 0.275  0.216
H -0.858 -0.956 1.824  0.190
H -0.405 0.790 1.930  0.189
H -0.457 2.053 0.129  0.178
H -0.873 1.345 -1.474  0.189
H -0.612 -1.336 -1.617  0.199
H -1.154 -1.898 -0.029  0.186

The HOMO-LUMO gap comes out at 9.863 eV. The energy above the lowest of the compared OMol25 structures with the same formula, charge and spin comes out at 81.3 kcal per mole. The total energy comes out at -250.53736 Eh. The HOMO energy comes out at -0.3266 Eh. As for the maximum force: 1.758 eV Å⁻¹.

---

2.
Molecular formula: CH2N2OS2
Method: DFT, the ωB97M-V functional and the def2-TZVPD basis

Each line ends with the natural charge from an NBO analysis.
Element x y z (Å)
C -1.317 0.069 -0.766  -0.060
N -2.205 0.591 -1.260  -0.212
N 1.393 0.759 0.503  -0.844
O 0.586 -1.700 -0.816  -0.851
S -0.858 -1.442 1.722  -0.261
S -0.048 -0.815 0.109  1.517
H 0.829 1.475 0.946  0.356
H 1.620 1.064 -0.437  0.356

The HOMO-LUMO gap (spin up / spin down) comes out at 8.896 / 8.897 eV. The energy above the lowest of the compared OMol25 structures with the same formula, charge and spin comes out at 57.7 kcal per mole. The total energy comes out at -1020.30041 Eh. The HOMO energy (spin up / spin down) comes out at -0.3870 / -0.3870 Eh. As for the maximum force: 3.631 eV Å⁻¹.

---

3.
Molecular formula: C10H30BF4O10
Method: DFT, the ωB97M-V functional and the def2-TZVPD basis

Each line ends with the natural charge from an NBO analysis.
Element x y z (Å)
B 0.127 0.072 0.102  1.359
F 0.846 -1.140 0.335  -0.580
F -0.155 0.606 1.378  -0.573
F 0.886 1.030 -0.590  -0.569
F -1.025 -0.115 -0.669  -0.557
C -0.599 4.162 -3.710  -0.097
C 0.086 2.922 -3.189  -0.100
O 0.786 3.270 -1.954  -0.785
O 0.356 5.187 -3.916  -0.728
H -1.256 4.472 -2.892  0.183
H -1.181 3.903 -4.592  0.180
H 0.817 2.379 -3.795  0.177
H -0.597 2.144 -2.821  0.183
H 0.768 2.486 -1.382  0.514
H 0.791 5.378 -3.080  0.481
C -3.015 -1.550 1.622  -0.097
C -2.277 -1.574 2.942  -0.097
O -0.885 -1.872 2.805  -0.744
O -2.995 -2.767 0.917  -0.731
H -2.677 -0.730 0.976  0.179
H -4.075 -1.321 1.775  0.166
H -2.634 -2.425 3.531  0.170
H -2.396 -0.729 3.625  0.170
H -0.408 -1.081 2.522  0.486
H -2.089 -3.083 0.801  0.488
C -0.781 -3.797 -3.298  -0.079
C -0.661 -2.666 -2.261  -0.087
O -0.405 -3.245 -0.989  -0.765
O 0.480 -4.464 -3.336  -0.748
H -1.018 -3.458 -4.305  0.175
H -1.501 -4.581 -3.036  0.163
H -1.589 -2.091 -2.298  0.173
H 0.216 -2.071 -2.516  0.173
H -0.060 -2.524 -0.430  0.501
H 0.755 -4.722 -2.452  0.479
C 3.545 -1.553 2.072  -0.098
C 4.732 -2.055 2.841  -0.083
O 4.488 -2.356 4.222  -0.728
O 2.579 -2.609 1.973  -0.748
H 3.827 -1.383 1.025  0.173
H 3.177 -0.642 2.555  0.174
H 5.379 -1.176 2.953  0.175
H 5.226 -2.924 2.400  0.163
H 3.953 -3.159 4.244  0.468
H 1.881 -2.226 1.419  0.496
C -1.343 3.393 1.754  -0.083
C -1.649 3.370 0.245  -0.099
O -0.984 4.502 -0.298  -0.776
O 0.059 3.202 1.922  -0.745
H -1.839 2.631 2.363  0.159
H -1.588 4.392 2.109  0.176
H -2.692 3.602 -0.017  0.160
H -1.373 2.450 -0.275  0.173
H -0.279 4.236 -0.927  0.494
H 0.262 2.301 1.599  0.486

The HOMO-LUMO gap comes out at 9.809 eV. The energy above the lowest of the compared OMol25 structures with the same formula, charge and spin comes out at 0.0 kcal per mole. As for the total charge: -1. The total energy comes out at -1575.99777 Eh. The HOMO energy comes out at -0.2548 Eh. As for the maximum force: 2.483 eV Å⁻¹.

---

4.
Molecular formula: C5H10O
Method: DFT, the ωB97M-V functional and the def2-TZVPD basis

Each line ends with the natural charge from an NBO analysis.
Element x y z (Å)
C -0.455 1.868 0.917  -0.381
C -0.563 0.551 1.058  -0.189
C -1.277 -0.357 0.086  -0.437
C -0.304 -0.982 -0.935  -0.504
C 0.847 -1.667 -0.236  0.447
O 2.016 -1.460 -0.462  -0.516
H 2.296 1.572 -0.791  -0.027
H -0.911 2.390 0.076  0.190
H 0.099 2.477 1.626  0.204
H -0.077 0.067 1.907  0.199
H -1.801 -1.156 0.627  0.211
H -2.048 0.208 -0.451  0.221
H -0.829 -1.731 -1.548  0.231
H 0.097 -0.212 -1.601  0.230
H 0.553 -2.399 0.552  0.102
H 2.355 0.830 -0.825  0.020

The HOMO-LUMO gap comes out at 10.841 eV. The energy above the lowest of the compared OMol25 structures with the same formula, charge and spin comes out at 47.8 kcal per mole. The total energy comes out at -271.67636 Eh. The HOMO energy comes out at -0.3618 Eh. As for the maximum force: 0.584 eV Å⁻¹.

---

5.
Molecular formula: C2H14O4S
Method: DFT, the ωB97M-V functional and the def2-TZVPD basis

Each line ends with the natural charge from an NBO analysis.
Element x y z (Å)
C -1.524 -2.282 -1.025  -0.629
C -0.940 -2.173 -2.490  -0.480
S -0.141 -0.517 -2.661  -0.099
H -2.313 -3.080 -0.861  0.217
H -0.822 -2.326 -0.206  0.213
H -2.121 -1.330 -0.992  0.221
H -1.765 -2.150 -3.206  0.229
H -0.223 -2.922 -2.685  0.219
H 1.154 -0.618 -2.559  0.124
H -0.913 1.292 -1.274  0.478
H -1.377 1.913 0.117  0.473
O -1.591 1.776 -0.801  -0.965
H 2.089 2.014 4.017  0.470
H 2.414 1.784 2.558  0.490
O 1.811 2.292 3.143  -0.953
H 0.087 1.181 3.075  0.484
H -0.740 0.135 2.418  0.456
O -0.621 0.585 3.258  -0.950
H 2.904 0.785 0.105  0.473
H 1.967 1.962 -0.265  0.483
O 2.666 1.678 0.332  -0.953

The HOMO-LUMO gap comes out at 9.803 eV. The energy above the lowest of the compared OMol25 structures with the same formula, charge and spin comes out at 26.9 kcal per mole. The total energy comes out at -783.71049 Eh. The HOMO energy comes out at -0.3566 Eh. As for the maximum force: 2.640 eV Å⁻¹.

---

6.
Molecular formula: C9H11INO4
Method: DFT, the ωB97M-V functional and the def2-TZVPD basis

Each line ends with the natural charge from an NBO analysis.
Element x y z (Å)
C -2.720 -2.544 0.762  0.680
C 1.375 0.463 0.450  -0.260
C 0.279 0.076 -0.215  0.316
C 0.604 -1.835 -1.833  0.811
C -2.725 -1.371 1.769  -0.508
C -1.980 -0.563 0.398  0.540
C 1.369 0.701 1.954  -0.657
C 0.952 0.674 -2.473  -0.621
C 0.105 -0.276 -1.607  -0.440
N -2.124 -1.804 -0.216  -0.699
O -0.308 -2.702 -1.837  -0.787
O -3.048 -3.714 0.912  -0.603
O 1.771 -1.976 -2.114  -0.712
O -0.862 0.053 0.633  -0.542
I -3.621 0.944 -0.445  -0.239
H 2.283 0.601 -0.140  0.215
H -3.866 -1.078 1.990  0.239
H -1.952 -1.505 2.620  0.232
H 1.044 -0.331 2.449  0.210
H 0.569 1.408 2.001  0.235
H 2.443 0.902 2.165  0.218
H 2.044 0.366 -2.538  0.233
H 0.498 0.648 -3.505  0.221
H 1.071 1.548 -1.805  0.211
H -0.976 -0.270 -1.979  0.233
H -1.709 -2.272 -1.055  0.474

The HOMO-LUMO gap comes out at 7.617 eV. The energy above the lowest of the compared OMol25 structures with the same formula, charge and spin comes out at 0.0 kcal per mole. As for the total charge: -1. The total energy comes out at -1002.94578 Eh. The HOMO energy comes out at -0.1855 Eh. As for the maximum force: 4.827 eV Å⁻¹.

---

7.
Molecular formula: C3H6BrN2S
Method: DFT, the ωB97M-V functional and the def2-TZVPD basis

Each line ends with the natural charge from an NBO analysis.
Element x y z (Å)
C -1.927 -0.904 -0.206  0.304
C -0.953 -1.945 -0.781  -0.679
C -0.029 -0.104 0.628  0.336
N -1.333 0.032 0.479  -0.449
N 0.736 0.682 1.344  -0.686
S 0.633 -1.530 -0.107  0.436
Br 2.634 2.990 -0.438  -0.233
H -2.901 -0.996 -0.486  0.230
H -1.241 -3.025 -0.898  0.313
H -0.769 -1.653 -1.822  0.298
H 3.074 4.287 -0.671  0.236
H 0.299 1.472 1.785  0.445
H 1.777 0.695 1.173  0.450

The HOMO-LUMO gap comes out at 8.700 eV. The energy above the lowest of the compared OMol25 structures with the same formula, charge and spin comes out at 15.0 kcal per mole. As for the total charge: +1. The total energy comes out at -3199.35305 Eh. The HOMO energy comes out at -0.5226 Eh. As for the maximum force: 5.486 eV Å⁻¹.

---

8.
Molecular formula: C5H11N2O
Method: DFT, the ωB97M-V functional and the def2-TZVPD basis

Each line ends with the natural charge from an NBO analysis.
Element x y z (Å)
O -1.906 2.244 2.977  -0.458
C -1.560 2.826 1.994  0.437
C -0.618 2.145 1.005  -0.488
C -0.051 0.858 1.664  -0.448
C 1.246 0.493 1.034  0.106
C 1.771 1.224 0.075  0.249
N -0.928 -4.471 -4.870  -1.080
N 1.946 -0.581 1.569  -0.669
H -1.901 3.848 1.800  0.154
H 0.300 2.693 0.692  0.207
H -1.138 1.860 0.089  0.262
H -0.698 -0.023 1.631  0.263
H 0.174 1.039 2.717  0.279
H 2.732 1.440 -0.388  0.262
H -1.143 -5.415 -5.192  0.367
H -1.501 -4.313 -4.063  0.351
H -1.112 -3.769 -5.555  0.362
H 1.444 -1.455 1.403  0.424
H 2.945 -0.644 1.418  0.420

The HOMO-LUMO gap comes out at 3.758 eV. The energy above the lowest of the compared OMol25 structures with the same formula, charge and spin comes out at 147.8 kcal per mole. As for the total charge: +1. The total energy comes out at -381.42837 Eh. The HOMO energy comes out at -0.4318 Eh. As for the maximum force: 2.725 eV Å⁻¹.